# 1
Here is one molecule with the formula C24H27N3O3S from the Open Molecules 2025 dataset. Energies are from ωB97M-V/def2-TZVPD.

## Properties
LUMO level	0.4524	eV
energy relative to the best compared isomer or geometry (same formula, charge and spin)	160.24	kJ/mol
Kohn-Sham gap	8.4871	eV

```
58
C24H27N3O3S, DFT ωB97M-V/def2-TZVPD
C -0.43 -5.54 1.07
C -0.42 -4.30 0.24
C -1.48 -3.40 0.28
C -1.47 -2.26 -0.51
C -0.40 -2.01 -1.36
C 0.66 -2.90 -1.40
C 0.65 -4.03 -0.61
H 1.48 -4.72 -0.65
H 1.50 -2.71 -2.06
H -0.42 -1.13 -1.99
C -2.56 -1.30 -0.45
N -2.58 -0.14 -1.03
C -3.78 0.42 -0.68
C -4.46 -0.46 0.12
O -3.67 -1.56 0.27
C -5.78 -0.40 0.79
H -5.94 0.61 1.18
H -6.58 -0.64 0.09
H -5.81 -1.11 1.61
C -4.16 1.77 -1.12
H -3.54 2.11 -1.94
H -5.22 1.84 -1.37
S -3.95 3.05 0.23
O -4.89 2.65 1.29
C -2.30 2.45 0.86
C -1.35 2.63 -0.30
O -1.63 3.44 -1.17
N -0.23 1.88 -0.33
C 0.25 0.98 0.68
H -0.42 0.98 1.55
C 1.66 1.40 1.14
N 2.53 1.44 -0.01
C 3.90 1.26 0.14
C 4.53 1.27 1.39
C 5.88 1.03 1.51
C 6.65 0.77 0.39
C 6.04 0.75 -0.86
C 4.69 0.99 -0.98
H 4.23 0.94 -1.95
H 6.63 0.54 -1.74
H 7.71 0.58 0.48
H 6.34 1.05 2.49
H 3.96 1.50 2.29
C 2.05 2.39 -1.00
C 0.66 1.97 -1.47
H 0.24 2.70 -2.17
H 0.71 0.99 -1.95
H 2.73 2.43 -1.84
H 1.98 3.40 -0.56
H 2.02 0.65 1.84
H 1.59 2.38 1.64
H 0.29 -0.03 0.26
H -2.42 1.43 1.21
H -2.05 3.10 1.69
H -2.32 -3.59 0.93
H -1.19 -5.48 1.85
H -0.65 -6.41 0.45
H 0.54 -5.70 1.53
```

Results of the Löwdin charge analysis, in e, for atoms 1 through 6: -0.0492, -0.2699, 0.0229, -0.1447, -0.0453, -0.0659

# 2
Here is C53H34Cl4FN5ORe as an isolated structure from the Open Molecules 2025 dataset. Energies are from ωB97M-V/def2-TZVPD.

## Properties
LUMO level (spin up / spin down)	-1.7676 / -1.8012	eV
spin multiplicity	2
Kohn-Sham gap (spin up / spin down)	5.0335 / 5.1439	eV

```
99
C53H34Cl4FN5ORe, DFT ωB97M-V/def2-TZVPD
Re -0.08 0.07 -0.06
Cl -2.60 -4.43 -7.27
C -2.13 -3.20 -6.15
C -3.09 -2.36 -5.60
C -2.71 -1.36 -4.73
C -1.37 -1.15 -4.37
C -0.44 -2.08 -4.88
C -0.81 -3.07 -5.76
C -0.97 -0.18 -3.38
C 0.38 0.11 -3.13
C 1.46 0.07 -4.08
C 2.59 0.44 -3.42
C 2.22 0.74 -2.08
C 3.08 1.15 -1.07
C 4.53 1.21 -1.29
C 5.37 0.57 -0.37
C 6.74 0.65 -0.47
C 7.30 1.38 -1.52
Cl 9.01 1.52 -1.63
C 6.49 1.99 -2.46
C 5.11 1.91 -2.34
C 2.67 1.47 0.26
N 1.50 1.12 0.87
C 1.59 1.53 2.17
C 0.63 1.29 3.18
C 1.00 1.56 4.57
C 0.20 2.35 5.40
C 0.56 2.59 6.71
C 1.72 2.03 7.21
Cl 2.15 2.29 8.87
C 2.55 1.27 6.41
C 2.19 1.04 5.10
C -0.67 0.89 2.88
C -1.73 0.67 3.83
C -2.88 0.61 3.12
C -2.55 0.75 1.74
N -1.18 0.81 1.61
C -3.45 0.92 0.69
C -3.09 0.89 -0.67
C -3.88 1.32 -1.76
C -3.18 1.03 -2.90
C -1.98 0.41 -2.51
N -1.89 0.39 -1.16
C -4.85 1.19 1.06
C -5.16 2.18 1.99
C -6.46 2.40 2.39
C -7.48 1.62 1.87
Cl -9.10 1.86 2.40
C -7.20 0.63 0.94
C -5.90 0.43 0.53
C 2.81 2.22 2.36
C 3.48 2.18 1.17
N 0.86 0.55 -1.93
H -4.13 -2.49 -5.86
H -3.49 -0.75 -4.30
H 0.58 -2.05 -4.53
H -0.07 -3.77 -6.13
H 1.37 -0.16 -5.12
H 3.58 0.49 -3.82
H 4.93 -0.01 0.43
H 7.37 0.17 0.25
H 6.94 2.54 -3.28
H 4.48 2.42 -3.05
H -0.69 2.81 5.00
H -0.07 3.20 7.35
H 3.46 0.85 6.80
H 2.82 0.43 4.47
H -1.59 0.56 4.88
H -3.87 0.45 3.51
H -4.83 1.81 -1.68
H -3.46 1.30 -3.90
H -4.37 2.79 2.40
H -6.69 3.17 3.12
H -8.00 0.01 0.55
H -5.68 -0.36 -0.18
H 3.12 2.70 3.27
H 4.43 2.63 0.95
N -2.45 -3.57 -1.98
C -1.69 -2.72 -1.26
O -0.70 -2.19 -1.74
C -2.15 -2.43 0.15
C -1.00 -1.82 0.94
H -2.20 -3.72 -2.94
H -3.25 -4.05 -1.60
H -2.48 -3.36 0.63
H -3.00 -1.75 0.10
H -0.22 -2.58 1.03
H -1.35 -1.61 1.95
F 5.09 -3.64 0.15
C 3.95 -2.91 0.13
C 3.26 -2.77 -1.06
C 2.10 -2.01 -1.07
C 1.63 -1.37 0.07
C 2.33 -1.57 1.26
C 3.48 -2.35 1.30
H 3.62 -3.24 -1.96
H 1.56 -1.94 -2.00
H 1.99 -1.13 2.18
H 4.02 -2.51 2.22
```

Results of the Löwdin charge analysis, in e, for atoms 1 through 6: 1.5625, 0.6749, -0.6818, -0.1045, -0.0182, -0.1561

# 3
Here is C41H33AsF9MnN3PS5Se as an isolated structure from the Open Molecules 2025 dataset. Energies are from ωB97M-V/def2-TZVPD.

## Properties
charge	-1
LUMO level (spin up / spin down)	1.8133 / 1.7957	eV
spin multiplicity	2
Kohn-Sham gap (spin up / spin down)	6.8476 / 6.8540	eV

```
95
C41H33AsF9MnN3PS5Se, DFT ωB97M-V/def2-TZVPD
Mn 1.47 0.91 0.18
S 2.59 5.10 1.24
As 2.34 3.94 -0.46
S 3.30 1.98 -0.45
S 0.09 2.93 -0.05
S 2.38 4.84 -2.32
C -2.05 0.31 3.40
N -0.61 0.34 3.26
C 0.10 1.43 3.00
N -0.49 2.63 3.08
S 1.77 1.31 2.71
H -2.36 -0.69 3.67
H -2.55 0.60 2.48
H -2.36 0.99 4.21
H -0.12 -0.52 3.07
H -1.49 2.71 2.97
H 0.06 3.41 2.75
F 6.87 -1.73 -5.15
C 6.45 -2.74 -4.37
F 5.94 -3.69 -5.19
F 7.55 -3.29 -3.80
C 5.45 -2.31 -3.34
C 5.08 -3.23 -2.37
C 4.17 -2.87 -1.40
C 3.62 -1.59 -1.39
C 4.00 -0.67 -2.36
C 4.92 -1.03 -3.34
P 2.34 -1.14 -0.13
C 1.15 -2.48 -0.53
C 0.89 -2.80 -1.86
C -0.10 -3.72 -2.19
C -0.82 -4.33 -1.18
C -0.59 -4.02 0.15
C 0.37 -3.07 0.47
C -1.87 -5.34 -1.55
F -1.31 -6.50 -1.97
F -2.67 -5.66 -0.52
F -2.65 -4.91 -2.55
C 3.21 -1.80 1.36
C 3.12 -3.09 1.87
C 3.76 -3.44 3.04
C 4.51 -2.50 3.72
C 4.65 -1.21 3.22
C 4.00 -0.87 2.05
C 5.18 -2.91 5.00
F 5.98 -3.98 4.82
F 5.93 -1.94 5.54
F 4.28 -3.28 5.94
H 5.51 -4.22 -2.37
H 3.88 -3.59 -0.65
H 3.58 0.32 -2.35
H 5.21 -0.32 -4.10
H 1.46 -2.32 -2.64
H -0.31 -3.95 -3.22
H -1.17 -4.50 0.93
H 0.52 -2.77 1.50
H 2.55 -3.85 1.34
H 3.67 -4.45 3.44
H 5.24 -0.48 3.75
H 4.10 0.13 1.65
N -7.49 -2.80 -1.79
C -6.46 -2.37 -1.50
C -5.18 -1.83 -1.14
C -4.67 -2.05 0.14
C -3.43 -1.55 0.48
C -2.67 -0.83 -0.44
C -3.20 -0.59 -1.72
C -4.44 -1.09 -2.06
C -1.37 -0.35 -0.12
C -0.25 0.06 0.16
H -5.25 -2.62 0.86
H -3.03 -1.73 1.47
H -2.62 -0.02 -2.43
H -4.85 -0.90 -3.05
C -5.69 7.03 0.21
C -4.58 6.08 -0.13
C -4.61 4.76 0.31
C -3.63 3.85 -0.07
C -3.71 2.43 0.45
C -2.59 4.28 -0.91
Se -1.38 2.97 -1.65
C -2.50 5.63 -1.30
C -1.36 6.15 -2.13
C -3.51 6.50 -0.91
H -6.37 6.60 0.94
H -6.26 7.28 -0.69
H -5.29 7.97 0.61
H -5.42 4.43 0.95
H -4.40 1.84 -0.16
H -4.10 2.44 1.47
H -2.75 1.93 0.42
H -0.45 5.58 -1.99
H -1.15 7.19 -1.86
H -1.61 6.12 -3.19
H -3.46 7.53 -1.23
```

Results of the Löwdin charge analysis, in e, for atoms 1 through 6: -0.3034, -0.1125, -0.3827, 0.1404, 0.1238, -0.0884

# 4
Here is one molecule with the formula C6H10N2O3 from the Open Molecules 2025 dataset. Energies are from ωB97M-V/def2-TZVPD.

## Properties
LUMO level	0.9217	eV
energy relative to the best compared isomer or geometry (same formula, charge and spin)	605.61	kJ/mol
structure (SMILES)	C/C=N/N=C1/OC1(OC)OC
Kohn-Sham gap	9.8466	eV

```
21
C6H10N2O3, DFT ωB97M-V/def2-TZVPD
C 3.94 0.23 0.18
C 2.78 -0.76 0.08
N 1.93 -0.50 -0.77
N 0.84 -1.14 -1.13
C -0.34 -0.98 -0.80
O -1.55 -1.37 -1.22
C -1.47 -0.28 -0.19
O -2.02 -0.53 1.09
C -3.36 -0.90 0.89
O -1.83 0.87 -0.78
C -0.95 1.95 -0.30
H 3.94 0.75 1.16
H 3.95 0.85 -0.71
H 4.80 -0.38 0.08
H 2.66 -1.46 0.85
H -3.35 -1.82 0.39
H -3.72 -0.10 0.18
H -3.86 -0.83 1.89
H -0.87 1.79 0.75
H -1.49 2.74 -0.78
H -0.02 1.86 -0.86
```

Results of the Löwdin charge analysis, in e, for atoms 1 through 6: -0.0732, -0.1960, -0.0080, 0.1121, -0.2435, 0.1491

# 5
Here is C4H8N2 as an isolated structure from the Open Molecules 2025 dataset. Energies are from ωB97M-V/def2-TZVPD.

## Properties
charge	+2
LUMO level	-12.1192	eV
energy relative to the best compared isomer or geometry (same formula, charge and spin)	567.03	kJ/mol
Kohn-Sham gap	7.7256	eV

```
14
C4H8N2, DFT ωB97M-V/def2-TZVPD
C -1.86 0.83 -0.08
C 0.15 0.70 -0.05
C 3.31 0.10 -0.10
C -1.54 -1.57 0.08
N -0.74 1.69 0.09
N -1.14 -0.23 -0.13
H -2.87 1.13 -0.18
H 3.46 0.89 0.67
H 3.35 0.64 -0.98
H 3.10 -0.91 0.19
H -1.40 -1.90 1.13
H -0.87 -2.21 -0.52
H -2.42 -1.81 -0.40
H -0.51 2.65 0.28
```

Results of the Löwdin charge analysis, in e, for atoms 1 through 6: 0.1192, 0.2455, 0.5886, 0.0087, 0.1115, -0.0375

# 6
Here is a 4-piece molecular cluster, C7H15NO3 overall from the Open Molecules 2025 dataset. Energies are from ωB97M-V/def2-TZVPD.

## Properties
charge	+1
LUMO level (spin up / spin down)	-3.6052 / -7.2295	eV
spin multiplicity	2
Kohn-Sham gap (spin up / spin down)	10.2087 / 6.8942	eV

```
26
C7H15NO3, DFT ωB97M-V/def2-TZVPD
C -1.69 0.18 0.29
N 0.87 -1.10 1.46
C 0.81 -0.03 0.60
C -0.29 0.55 -0.05
C -0.03 1.49 -1.06
C 1.25 1.84 -1.42
C 2.33 1.48 -0.58
C 2.15 0.56 0.45
H -2.21 -0.34 -0.56
H -1.52 -0.37 1.24
H -2.36 1.00 0.67
H 1.82 -1.39 1.54
H 0.08 -1.44 1.89
H -0.94 1.87 -1.48
H 1.31 2.57 -2.19
H 3.33 1.82 -0.80
H 3.06 0.45 1.05
H -0.20 -3.50 0.48
H -1.38 -3.90 -0.51
O -1.15 -3.67 0.42
H -0.58 2.47 1.80
H -1.80 2.31 2.67
O -1.04 1.85 2.34
H -1.10 -1.15 -2.06
H -2.28 -1.74 -2.76
O -1.34 -1.59 -2.86
```

Results of the Löwdin charge analysis, in e, for atoms 1 through 6: -0.0297, 0.2790, -0.1659, -0.2278, 0.0021, 0.0157

# 7
Here is C18H7Cl5N3O2RuTe4 as an isolated structure from the Open Molecules 2025 dataset. Energies are from ωB97M-V/def2-TZVPD.

## Properties
LUMO level (spin up / spin down)	-1.4746 / -1.8052	eV
energy relative to the best compared isomer or geometry (same formula, charge and spin)	106.28	kJ/mol
spin multiplicity	2
Kohn-Sham gap (spin up / spin down)	5.4324 / 5.3535	eV

```
40
C18H7Cl5N3O2RuTe4, DFT ωB97M-V/def2-TZVPD
Ru -1.10 -0.62 1.57
Cl 0.27 -1.89 -1.08
C 1.42 -1.46 0.14
C 0.95 -1.00 1.38
C 1.99 -0.79 2.31
Cl 1.67 -0.36 3.96
C 3.35 -0.93 2.01
Cl 4.57 -0.60 3.19
C 3.75 -1.33 0.74
Cl 5.41 -1.49 0.34
C 2.76 -1.61 -0.20
Cl 3.23 -2.15 -1.77
Te -1.27 0.66 3.87
Te -3.50 0.53 2.45
Te -3.27 -2.28 2.13
Te -0.80 -3.03 2.62
O -5.15 2.77 -3.67
N -4.25 3.44 -3.20
O -4.08 4.62 -3.44
C -3.30 2.78 -2.25
C -2.42 3.60 -1.65
C -1.48 3.08 -0.69
C -0.52 3.91 -0.09
C 0.36 3.36 0.79
C 0.22 2.01 1.12
N -0.69 1.20 0.59
C -1.52 1.73 -0.35
C -2.43 0.85 -1.06
N -2.32 -0.46 -0.78
C -3.07 -1.32 -1.43
C -3.99 -0.93 -2.40
C -4.13 0.40 -2.70
C -3.33 1.35 -2.03
H -2.42 4.65 -1.87
H -0.48 4.97 -0.35
H 1.14 3.94 1.27
H 0.89 1.57 1.84
H -2.93 -2.36 -1.17
H -4.58 -1.67 -2.92
H -4.83 0.72 -3.45
```

Results of the Löwdin charge analysis, in e, for atoms 1 through 6: 0.1170, 0.6934, -0.7036, -0.4764, -0.7117, 0.5448

# 8
Here is an isolated ion of composition C6H15N2 and charge +1 from the Open Molecules 2025 dataset. Energies are from ωB97M-V/def2-TZVPD.

## Properties
charge	+1
LUMO level	-2.7150	eV
energy relative to the best compared isomer or geometry (same formula, charge and spin)	341.71	kJ/mol
structure (SMILES)	CC[C@@H](N)[N+]1(C)CC1
Kohn-Sham gap	11.9084	eV

```
23
C6H15N2, DFT ωB97M-V/def2-TZVPD
C 2.83 0.29 -0.25
C 1.35 0.67 -0.01
C 0.41 -0.38 -0.42
N 0.85 -1.63 0.14
N -1.15 0.11 0.02
C -1.30 0.27 1.50
C -1.94 0.88 -0.95
C -2.16 -0.57 -0.70
H 3.02 -0.68 -0.77
H 3.38 0.50 0.68
H 3.42 1.08 -0.77
H 1.19 1.69 -0.44
H 1.09 0.94 1.05
H 0.38 -0.50 -1.52
H 0.80 -1.45 1.11
H 0.17 -2.32 0.01
H -0.87 1.21 1.91
H -2.32 -0.12 1.79
H -0.53 -0.43 1.90
H -1.41 0.87 -1.96
H -2.53 1.72 -0.66
H -2.95 -1.02 -0.08
H -1.74 -1.14 -1.55
```

Results of the Löwdin charge analysis, in e, for atoms 1 through 6: -0.0813, -0.2264, -0.2999, 0.1296, -0.2162, 0.0311

# 9
Here is C31H32B2ClF4N7O8Sr as an isolated structure from the Open Molecules 2025 dataset. Energies are from ωB97M-V/def2-TZVPD.

## Properties
LUMO level	-0.7983	eV
energy relative to the best compared isomer or geometry (same formula, charge and spin)	41.36	kJ/mol
Kohn-Sham gap	6.6773	eV

```
86
C31H32B2ClF4N7O8Sr, DFT ωB97M-V/def2-TZVPD
Sr 0.72 0.47 -0.54
C -2.17 -3.62 0.99
C -1.05 -2.71 0.56
N -1.43 -1.37 0.13
O -2.23 -0.88 1.17
B -2.48 0.55 0.93
F -1.28 1.27 0.92
F -3.37 1.03 1.84
O -3.16 0.60 -0.44
N -1.37 0.82 -2.61
C -0.83 0.51 -3.73
C -0.78 1.43 -4.92
C 0.05 -0.68 -3.87
N 0.76 -0.91 -2.82
O 1.86 -1.66 -3.00
B 2.67 -1.88 -1.76
F 3.77 -2.56 -2.18
F 3.00 -0.66 -1.10
O 1.92 -2.74 -0.80
N 1.25 -2.12 0.22
C 0.23 -3.06 0.62
C 0.67 -4.43 1.03
C 0.36 -1.33 -5.18
H -3.13 -3.12 0.90
H -2.04 -3.90 2.04
H -2.18 -4.54 0.40
H -1.54 2.20 -4.86
H -0.91 0.88 -5.84
H 0.20 1.91 -4.97
H 1.68 -4.62 0.66
H 0.01 -5.19 0.63
H 0.67 -4.52 2.12
H -0.49 -1.30 -5.86
H 0.65 -2.36 -5.01
H 1.21 -0.84 -5.66
C -2.56 3.18 -2.55
C -1.43 2.24 -2.31
N -0.33 2.52 -1.74
N -0.02 3.78 -1.33
C 1.13 3.75 -0.67
O 1.84 2.72 -0.47
C 1.61 5.06 -0.14
C 0.88 6.24 -0.30
C 1.36 7.43 0.21
C 2.57 7.47 0.89
C 3.30 6.31 1.05
C 2.83 5.11 0.54
C -3.08 -0.36 -1.28
C -4.00 -0.47 -2.35
C -3.94 -1.52 -3.21
C -2.96 -2.52 -3.02
C -2.17 -2.47 -1.92
N -2.32 -1.47 -1.01
H -2.40 4.04 -1.91
H -3.51 2.71 -2.32
H -2.59 3.53 -3.59
H -0.06 6.19 -0.82
H 0.78 8.34 0.08
H 2.94 8.41 1.28
H 4.25 6.33 1.57
H 3.38 4.19 0.65
H -4.72 0.33 -2.44
H -4.65 -1.60 -4.02
H -2.84 -3.33 -3.73
H -1.40 -3.19 -1.70
C 1.37 0.23 5.10
C 0.90 -1.18 4.85
C -0.44 -1.51 5.06
C -0.88 -2.81 4.91
Cl -2.56 -3.18 5.16
C 0.00 -3.83 4.57
C 1.32 -3.50 4.33
C 1.76 -2.19 4.44
O 3.09 -1.98 4.14
C 3.38 -1.04 3.11
C 2.31 -1.01 2.04
O 2.21 -2.16 1.37
O 1.60 -0.04 1.86
H 0.70 0.73 5.80
H 1.39 0.81 4.18
H 2.37 0.23 5.53
H -1.14 -0.74 5.36
H -0.35 -4.85 4.49
H 2.04 -4.26 4.04
H 4.33 -1.35 2.67
H 3.47 -0.03 3.49
```

Results of the Löwdin charge analysis, in e, for atoms 1 through 6: 1.5928, 0.0011, -0.2090, -0.0175, 0.1000, -1.0675

# 10
Here is CH18MnO12 as an isolated structure from the Open Molecules 2025 dataset. Energies are from ωB97M-V/def2-TZVPD.

## Properties
LUMO level (spin up / spin down)	-4.9126 / -4.9694	eV
energy relative to the best compared isomer or geometry (same formula, charge and spin)	157.54	kJ/mol
spin multiplicity	6
Kohn-Sham gap (spin up / spin down)	5.3701 / 5.3133	eV

```
32
CH18MnO12, DFT ωB97M-V/def2-TZVPD
Mn -1.61 -1.12 2.46
C -0.31 -0.35 0.36
O -1.42 0.02 0.68
O 0.08 -1.21 1.15
O 0.28 0.13 -0.60
O -2.55 2.44 -0.26
H -2.11 1.62 -0.06
H -3.34 2.18 -0.73
O -1.29 3.11 2.35
H -0.38 3.33 2.18
H -1.60 2.72 1.53
O 2.78 -1.07 2.28
H 1.90 -1.19 1.91
H 3.09 -0.25 1.90
O 0.89 -3.75 2.45
H 1.10 -2.92 2.03
H 0.02 -3.64 2.81
O 2.74 1.44 -0.11
H 1.87 1.06 -0.18
H 3.22 1.07 -0.85
O -1.08 -3.40 -0.40
H -1.69 -3.28 0.32
H -0.32 -2.88 -0.15
O 0.02 2.60 -2.69
H 0.00 1.83 -2.13
H -0.52 3.24 -2.23
O 1.77 -0.99 -2.54
H 2.20 -0.23 -2.94
H 1.19 -0.62 -1.88
O -1.61 0.11 -2.61
H -2.39 -0.15 -2.13
H -0.93 0.17 -1.94
```

Results of the Löwdin charge analysis, in e, for atoms 1 through 6: 1.4235, -0.9856, -0.0578, -0.1013, 0.0157, -0.0398